Record 1
Entry from the OMol25 dataset: a 3-piece molecular cluster, C19H21F3N2O7S overall (ωB97M-V with the def2-TZVPD basis set).

As for the frontier orbital gap: 9.6450 eV. The highest occupied orbital energy comes out at -10.2127 eV. Its SMILES is O=S1(=O)CCC[C@@H](CCC(F)(F)F)O1.O=[N+]([O-])c1ccccc1.O=[N+]([O-])c1ccccc1. For the LUMO energy, the calculation gives -0.57 eV. The charge is 0.

```
53
Properties=species:S:1:pos:R:3:forces:R:3:lowdin_charge:R:1
O 4.292 -0.810 3.290 0.0 0.2 0.2 -0.27
S 4.908 -1.838 2.514 -0.1 0.0 -0.3 0.61
O 5.748 -2.813 3.116 0.2 -0.2 0.2 -0.26
C 5.749 -1.064 1.142 0.1 0.1 0.0 -0.20
C 5.381 -1.521 -0.284 -0.1 -0.1 0.0 -0.16
C 3.941 -2.038 -0.504 0.0 0.0 0.0 -0.13
C 3.079 -1.920 0.733 0.0 0.1 0.2 -0.35
C 1.688 -2.534 0.609 0.0 -0.1 -0.1 -0.11
C 0.563 -1.674 1.174 0.0 0.0 0.1 -0.06
C 0.214 -0.482 0.314 0.0 0.0 -0.1 -0.60
F -0.665 -0.817 -0.661 0.1 0.0 0.1 0.11
F 1.287 0.042 -0.320 -0.1 0.0 0.1 0.13
F -0.351 0.514 1.024 0.0 -0.2 -0.1 0.13
O 3.765 -2.658 1.786 -0.1 -0.1 -0.1 -0.20
H 5.580 0.002 1.273 -0.1 0.0 0.0 0.10
H 6.799 -1.265 1.349 0.0 0.1 -0.1 0.10
H 5.550 -0.662 -0.931 0.1 0.0 0.0 0.11
H 6.092 -2.281 -0.600 0.0 -0.1 0.0 0.11
H 3.964 -3.092 -0.785 0.0 0.0 0.0 0.13
H 3.454 -1.496 -1.315 0.0 0.0 0.0 0.12
H 3.005 -0.880 1.062 0.0 0.0 0.0 0.14
H 1.702 -3.470 1.166 0.0 -0.1 0.0 0.13
H 1.483 -2.794 -0.432 0.0 0.1 0.0 0.13
H -0.349 -2.264 1.257 0.0 0.0 0.1 0.13
H 0.812 -1.314 2.173 0.1 0.0 0.0 0.14
O -5.730 2.255 5.398 0.0 0.1 0.0 0.08
N -4.935 3.171 5.333 0.1 -0.1 0.1 -0.35
O -4.891 4.106 6.107 0.0 0.0 -0.1 0.08
C -3.932 3.131 4.251 0.0 0.0 0.0 -0.15
C -3.967 2.081 3.352 0.0 0.0 0.0 0.00
C -3.022 2.049 2.339 0.0 0.0 0.0 -0.07
C -2.069 3.054 2.240 0.0 0.0 0.0 -0.07
C -2.056 4.098 3.156 0.0 0.0 0.0 -0.06
C -2.994 4.144 4.175 0.0 0.0 0.0 0.00
H -4.719 1.313 3.450 0.0 0.0 0.0 0.12
H -3.029 1.237 1.625 0.0 0.0 0.0 0.10
H -1.335 3.025 1.447 0.0 0.0 0.0 0.10
H -1.313 4.880 3.078 0.0 0.0 0.0 0.11
H -3.005 4.944 4.900 0.0 0.0 0.0 0.12
O -0.373 0.594 -7.241 0.0 0.0 0.0 0.08
N -0.281 0.378 -6.050 0.0 0.1 0.0 -0.35
O 0.736 0.510 -5.398 0.0 0.0 0.0 0.07
C -1.498 -0.059 -5.337 0.0 0.0 0.0 -0.15
C -2.664 -0.235 -6.058 0.0 0.0 0.0 0.00
C -3.801 -0.650 -5.382 0.0 0.0 0.0 -0.07
C -3.753 -0.879 -4.013 0.0 0.0 0.0 -0.07
C -2.569 -0.693 -3.312 0.0 0.0 0.0 -0.07
C -1.425 -0.279 -3.974 0.0 0.0 0.1 0.00
H -2.674 -0.050 -7.122 0.0 0.0 0.0 0.12
H -4.724 -0.794 -5.926 0.0 0.0 0.0 0.11
H -4.644 -1.204 -3.490 0.0 0.0 0.0 0.11
H -2.530 -0.870 -2.246 0.0 0.0 0.0 0.09
H -0.494 -0.127 -3.450 0.0 0.0 0.0 0.11
```
Forces are in eV/Å.


Record 2
Entry from the OMol25 dataset: C24H25BrFN3OPtSe as an isolated structure (ωB97M-V with the def2-TZVPD basis set).

As for the spin multiplicity: 3. As for the frontier orbital gap (alpha / beta): 5.7297 / 6.5727 eV. The highest occupied orbital energy (alpha / beta) comes out at -5.5313 / -7.5681 eV. For the LUMO energy (alpha / beta), the calculation gives 0.20 / -1.00 eV. The charge is 0.

```
57
Properties=species:S:1:pos:R:3:forces:R:3:lowdin_charge:R:1
Pt -0.369 -0.310 0.440 0.1 0.0 -0.4 0.68
O 0.625 6.025 -0.174 0.0 -0.1 0.0 0.09
C 0.386 4.696 -0.137 0.0 0.2 0.1 -0.31
C 0.338 3.897 -1.274 0.0 0.0 0.0 0.01
C 0.085 2.551 -1.114 -0.1 -0.1 -0.1 -0.12
N -0.116 1.981 0.074 0.0 -0.1 0.5 -0.13
C -0.052 2.764 1.144 0.0 0.0 -0.1 -0.74
Br -0.279 1.903 2.807 0.0 0.1 0.1 0.78
C 0.188 4.122 1.112 0.0 -0.1 -0.1 -0.03
H 0.734 6.320 -1.086 0.0 0.0 0.0 0.12
H 0.492 4.311 -2.262 0.0 0.0 0.0 0.12
H 0.032 1.886 -1.966 0.0 0.0 0.0 0.12
H 0.224 4.718 2.010 0.0 0.0 0.0 0.12
C 2.033 -1.809 -1.959 0.0 0.0 0.0 -0.01
C 2.661 -1.147 -0.786 -0.1 0.0 0.0 -0.40
N 2.106 -0.226 -0.032 0.1 0.1 0.0 0.01
C 3.021 0.076 0.955 -0.1 0.0 0.0 -0.15
C 4.142 -0.670 0.788 0.0 0.0 -0.1 -0.09
N 3.902 -1.441 -0.328 0.1 0.0 0.0 0.10
H 1.001 -1.474 -2.031 0.0 0.0 0.0 0.06
H 2.023 -2.893 -1.835 0.0 0.0 0.0 0.08
H 2.559 -1.564 -2.883 0.0 0.0 0.0 0.08
H 2.800 0.793 1.727 0.0 0.0 0.0 0.09
H 5.063 -0.724 1.339 0.0 0.0 0.0 0.11
H 4.510 -2.147 -0.705 0.0 0.0 0.0 0.16
F 0.966 -6.347 0.952 0.0 0.0 0.0 0.03
C 0.612 -5.036 0.882 0.0 0.0 0.0 -0.30
C -0.235 -4.623 -0.124 0.0 0.0 0.0 -0.02
C -0.579 -3.276 -0.188 0.0 0.0 0.0 -0.15
C -0.096 -2.328 0.723 0.0 0.0 0.0 -0.37
C 0.748 -2.817 1.728 0.0 0.1 0.1 -0.14
C 1.109 -4.159 1.820 0.0 0.0 0.0 -0.03
H -0.620 -5.344 -0.833 0.0 0.0 0.0 0.11
H -1.256 -2.963 -0.974 0.0 0.0 0.0 0.08
H 1.148 -2.136 2.473 0.0 0.0 0.0 0.08
H 1.763 -4.522 2.603 0.0 0.0 0.0 0.11
C -5.206 -5.700 -0.204 0.0 0.0 0.0 -0.05
C -4.589 -4.328 -0.228 0.0 0.0 0.0 -0.27
C -4.258 -3.669 0.945 0.0 0.0 0.0 -0.01
C -3.691 -2.396 0.949 -0.1 -0.1 0.2 -0.30
C -3.392 -1.743 2.271 0.1 0.0 0.0 -0.08
C -3.451 -1.769 -0.273 0.0 0.2 -0.1 -0.54
Se -2.649 -0.030 -0.340 0.0 0.0 0.0 0.71
C -3.785 -2.406 -1.476 0.0 -0.1 -0.1 -0.33
C -3.515 -1.770 -2.813 0.0 0.0 0.0 -0.09
C -4.345 -3.675 -1.432 0.0 0.0 0.0 -0.02
H -5.165 -6.133 0.795 0.0 0.0 0.0 0.07
H -4.692 -6.377 -0.887 0.0 0.0 0.0 0.08
H -6.255 -5.665 -0.509 0.0 0.0 0.0 0.08
H -4.431 -4.160 1.896 0.0 0.0 0.0 0.11
H -3.400 -2.486 3.067 0.0 0.0 0.0 0.08
H -4.145 -0.986 2.505 0.0 0.0 0.0 0.08
H -2.419 -1.249 2.263 0.0 -0.1 0.0 0.02
H -2.444 -1.619 -2.969 0.0 0.0 0.0 0.07
H -3.983 -0.787 -2.893 0.0 0.0 0.0 0.06
H -3.894 -2.402 -3.616 0.0 0.0 0.0 0.07
H -4.594 -4.170 -2.365 0.0 0.0 0.0 0.12
```
Forces are in eV/Å.


Record 3
Entry from the OMol25 dataset: C52H62N2O4RbSe as an isolated structure in a non-equilibrium geometry (ωB97M-V with the def2-TZVPD basis set).

As for the frontier orbital gap: 5.0491 eV. The highest occupied orbital energy comes out at -3.6780 eV. For the LUMO energy, the calculation gives 1.37 eV. The charge is -1.

```
122
Properties=species:S:1:pos:R:3:forces:R:3:lowdin_charge:R:1
Rb -0.131 -0.622 3.452 0.1 -0.1 1.7 1.27
C 1.684 2.388 4.521 0.0 0.1 0.2 -0.07
O 1.083 1.617 3.501 0.4 0.9 -0.2 -0.30
C 1.127 2.277 2.275 0.1 0.3 -0.2 -0.19
C 2.239 2.116 1.447 0.0 0.0 0.2 -0.11
C 3.283 1.045 1.685 -0.1 -0.1 0.0 -0.08
C 2.987 -0.140 0.784 0.0 0.0 0.2 -0.13
C 3.398 -0.158 -0.533 -0.1 0.0 -0.1 -0.01
C 3.064 -1.190 -1.412 0.0 -0.1 -0.1 -0.19
C 2.250 -2.198 -0.905 0.0 0.1 -0.1 -0.01
C 1.796 -2.217 0.405 0.0 0.0 0.2 -0.12
C 0.819 -3.290 0.870 0.1 0.1 0.0 -0.07
C -0.587 -2.953 0.404 0.0 -0.1 0.2 -0.10
C -0.888 -3.024 -0.950 0.0 0.1 0.0 0.02
C -2.106 -2.602 -1.471 0.0 0.0 0.0 -0.16
C -3.020 -2.033 -0.595 0.0 0.0 0.0 0.03
C -2.767 -1.935 0.768 0.1 -0.1 0.3 -0.11
C -3.708 -1.135 1.649 0.1 0.2 0.0 -0.08
C -3.482 0.346 1.408 0.0 0.0 0.2 -0.13
C -4.091 0.974 0.333 0.0 0.0 0.0 -0.01
C -3.875 2.312 0.023 -0.1 0.0 -0.1 -0.19
C -2.956 2.991 0.825 0.0 0.0 -0.1 -0.01
C -2.314 2.404 1.898 0.0 0.0 0.1 -0.13
C -1.242 3.156 2.667 -0.1 -0.1 -0.1 -0.07
C 0.070 3.115 1.906 0.0 0.0 0.1 -0.10
C 0.211 3.873 0.751 0.0 0.0 0.0 0.02
C 1.341 3.803 -0.056 0.0 0.0 0.0 -0.16
C 2.332 2.902 0.303 0.0 0.0 0.0 0.02
C 1.420 4.652 -1.323 0.0 0.0 -0.1 -0.55
C 0.343 4.163 -2.303 0.0 0.0 0.1 -0.03
C 2.784 4.544 -2.010 -0.1 0.0 0.0 -0.07
C 1.179 6.130 -0.982 0.0 -0.1 0.0 -0.05
C -2.622 1.061 2.300 -0.6 0.3 -0.2 -0.38
O -2.184 0.556 3.389 -1.3 0.7 -0.1 -0.33
C -4.571 3.030 -1.132 0.0 0.0 0.0 -0.56
C -3.524 3.568 -2.120 -0.1 0.0 0.0 -0.06
C -5.403 4.202 -0.588 0.0 0.0 0.0 -0.06
C -5.515 2.106 -1.906 0.1 0.0 0.1 -0.07
C -1.583 -2.483 1.267 -0.1 -0.2 -0.4 -0.20
O -1.398 -2.570 2.644 -0.7 -0.9 -0.6 -0.33
C -2.197 -3.577 3.227 0.0 -0.2 0.1 -0.10
C -2.358 -2.711 -2.972 0.0 0.0 -0.1 -0.55
C -1.348 -1.818 -3.710 0.0 -0.1 0.0 -0.04
C -3.770 -2.264 -3.359 0.1 0.0 0.0 -0.07
C -2.183 -4.169 -3.424 0.0 0.1 0.0 -0.05
C 2.215 -1.213 1.335 0.5 -0.2 -0.6 -0.37
O 1.941 -1.270 2.581 1.4 -0.5 -0.6 -0.36
C 3.529 -1.138 -2.865 0.0 0.0 0.0 -0.56
C 5.058 -1.008 -2.933 -0.1 0.0 0.0 -0.06
C 2.887 0.077 -3.558 0.0 -0.1 0.0 -0.05
C 3.134 -2.392 -3.649 0.0 0.1 0.1 -0.07
H 2.730 2.614 4.287 0.0 0.0 0.0 0.10
H 1.643 1.801 5.440 0.0 0.0 0.0 0.10
H 1.152 3.333 4.673 0.0 0.0 0.0 0.10
H 3.251 0.696 2.716 0.0 0.1 0.0 0.10
H 4.275 1.447 1.464 0.0 0.0 0.0 0.12
H 3.998 0.673 -0.895 0.0 0.0 0.0 0.10
H 1.949 -3.013 -1.554 0.0 0.0 0.0 0.09
H 0.860 -3.343 1.958 0.0 -0.1 0.0 0.09
H 1.113 -4.259 0.457 0.0 0.0 0.0 0.12
H -0.124 -3.406 -1.615 0.0 0.0 0.0 0.10
H -3.949 -1.620 -0.966 0.0 0.0 0.0 0.10
H -3.517 -1.323 2.703 -0.1 0.0 0.0 0.10
H -4.744 -1.394 1.414 0.0 -0.1 0.0 0.12
H -4.764 0.382 -0.277 0.0 0.0 0.0 0.09
H -2.729 4.030 0.598 0.0 0.0 0.0 0.10
H -1.135 2.679 3.640 0.0 0.1 0.0 0.10
H -1.544 4.198 2.809 0.0 0.0 0.0 0.12
H -0.609 4.523 0.472 0.0 0.0 0.0 0.10
H 3.207 2.773 -0.320 0.0 0.0 0.0 0.10
H 0.500 3.108 -2.536 0.0 0.0 0.0 0.09
H 0.378 4.737 -3.234 0.0 0.0 0.0 0.08
H -0.654 4.263 -1.872 0.0 0.0 0.0 0.06
H 2.974 3.526 -2.353 0.0 0.0 0.0 0.07
H 3.589 4.845 -1.336 0.0 0.0 0.0 0.09
H 2.805 5.201 -2.882 0.0 0.0 0.0 0.08
H 0.194 6.285 -0.541 0.0 0.0 0.0 0.07
H 1.246 6.742 -1.885 0.0 0.0 0.0 0.08
H 1.927 6.480 -0.268 0.0 0.0 0.0 0.09
H -2.888 4.318 -1.646 0.0 0.0 0.0 0.06
H -4.006 4.029 -2.988 0.0 0.0 0.0 0.08
H -2.883 2.754 -2.466 0.0 0.0 0.0 0.09
H -4.775 4.912 -0.048 0.0 0.0 0.0 0.07
H -6.161 3.831 0.104 0.0 0.0 0.0 0.09
H -5.904 4.735 -1.404 0.0 0.0 0.0 0.08
H -4.970 1.266 -2.343 0.0 0.0 0.0 0.07
H -5.990 2.661 -2.719 0.0 0.0 0.0 0.08
H -6.300 1.714 -1.257 0.0 0.0 0.0 0.08
H -3.254 -3.468 2.972 0.0 0.1 0.0 0.09
H -2.081 -3.491 4.308 0.0 0.0 0.0 0.08
H -1.871 -4.573 2.908 0.0 0.0 0.0 0.08
H -1.438 -0.786 -3.365 0.0 0.0 0.0 0.09
H -1.525 -1.845 -4.788 0.0 0.0 0.0 0.08
H -0.324 -2.145 -3.519 0.0 0.0 0.0 0.06
H -3.936 -1.212 -3.116 0.0 0.0 0.0 0.07
H -4.528 -2.865 -2.853 0.0 0.0 0.0 0.09
H -3.904 -2.384 -4.437 0.0 0.0 0.0 0.08
H -1.175 -4.532 -3.223 0.0 0.0 0.0 0.07
H -2.368 -4.255 -4.498 0.0 0.0 0.0 0.08
H -2.888 -4.817 -2.899 0.0 0.0 0.0 0.09
H 5.403 -0.098 -2.440 0.0 0.0 0.0 0.07
H 5.395 -0.981 -3.974 0.0 0.0 0.0 0.08
H 5.529 -1.859 -2.437 0.0 0.0 0.0 0.09
H 3.187 1.006 -3.070 0.0 0.0 0.0 0.06
H 1.799 0.006 -3.502 0.0 0.0 0.0 0.08
H 3.183 0.128 -4.611 0.0 0.0 0.0 0.08
H 3.553 -3.289 -3.188 0.0 0.0 0.0 0.09
H 3.516 -2.322 -4.670 0.0 0.0 0.0 0.08
H 2.049 -2.499 -3.704 0.0 0.0 0.0 0.06
Se 0.258 -5.401 5.007 -0.1 -0.1 0.2 1.12
N 1.076 -3.841 4.916 0.1 0.2 -0.1 -0.21
C 2.325 -4.088 4.556 -0.3 -0.3 0.0 -0.38
C 3.307 -3.088 4.323 0.5 0.3 0.0 -0.02
C 4.550 -3.477 3.935 -0.3 0.4 0.1 -0.06
C 4.886 -4.852 3.769 -0.2 -0.5 0.0 -0.08
C 3.981 -5.844 3.985 0.6 0.1 -0.1 -0.04
C 2.663 -5.489 4.376 -0.4 0.0 0.1 -0.40
N 1.684 -6.354 4.593 0.2 0.0 -0.1 -0.25
H 3.026 -2.049 4.411 0.0 0.0 -0.1 0.10
H 5.303 -2.728 3.729 0.0 0.0 0.0 0.11
H 5.888 -5.110 3.449 0.0 0.0 0.0 0.10
H 4.239 -6.888 3.864 0.0 0.0 0.0 0.11
```
Forces are in eV/Å.